Formula: C9H12N4O2
Source: the OMol25 dataset
Level of theory: ωB97M-V with the def2-TZVPD basis set

Structure (ORCA input):
```
! wB97M-V def2-TZVPD RIJCOSX def2/J DEFGRID3
* xyz 0 1
O 2.372 1.143 -1.111
C 0.417 0.271 0.085
C -3.391 0.770 0.138
H 1.023 -1.005 -1.260
H 5.217 -1.558 1.329
C -2.811 -1.616 -0.004
C 4.398 -1.247 0.687
H -0.976 2.784 -0.108
C -3.727 -0.540 -0.006
H -0.275 -2.625 0.465
H -2.512 3.261 0.739
H 3.460 -1.621 0.832
N 4.432 -0.290 -0.111
H -3.243 -2.582 -0.036
O 0.507 2.353 -1.071
C 1.056 1.308 -0.779
H 5.405 0.126 -0.264
C -1.098 0.196 0.147
H 2.647 0.303 -0.575
N 0.777 -1.118 -0.270
H -4.741 -1.046 -0.155
H 0.920 0.534 1.045
N -0.398 -1.927 -0.271
C -1.480 -1.170 -0.061
C -2.033 1.189 0.230
H -4.110 1.559 0.028
N -1.838 2.551 0.358
*
```

Summary:
LUMO level, Ha: 0.0258
E, eV: -19580.6362
Orbital gap, eV: 8.33
HOMO level, eV: -7.6
ΔE to the lowest compared entry with this formula, charge and spin, kJ/mol: 172.2
SMILES string: Nc1cccc2c1[C@H](C(=O)O)NN2.C=N

Formula: C9H12NO
Source: the OMol25 dataset
Level of theory: ωB97M-V with the def2-TZVPD basis set

Structure (ORCA input):
```
! wB97M-V def2-TZVPD RIJCOSX def2/J DEFGRID3
* xyz 1 1
C 0.653 -0.515 1.882
C -0.695 -1.599 -2.267
C 0.086 0.316 0.967
H -1.076 0.314 0.814
H 3.725 1.038 1.948
H 0.300 -1.906 -2.419
N -0.874 -0.669 -1.185
H -2.916 -0.229 1.256
H -2.488 1.079 -0.088
C 1.918 -0.168 2.391
C -1.056 -0.240 -2.575
H 2.280 -0.840 3.200
C -2.373 0.047 0.339
C 0.770 1.148 0.184
H 2.640 2.192 0.066
H -1.396 -2.336 -2.373
O -2.077 -0.880 -0.487
C 2.103 1.380 0.577
C 2.639 0.776 1.664
H 0.302 1.901 -0.482
H -0.403 0.398 -2.977
H -0.019 -1.141 2.421
H -2.044 -0.064 -2.857
*
```

Summary:
LUMO level, Ha: -0.2056
E, eV: -13051.7250
Orbital gap, eV: 7.53
HOMO level, eV: -13.1
ΔE to the lowest compared entry with this formula, charge and spin, kJ/mol: 559.4

Question: Number 2 is which compound?
Answer: C9H12NO